{"formula": "C5H10Cl2NO3PS", "method": "ωB97M-V with the def2-TZVPD basis set", "species": ["C", "C", "C", "C", "C", "N", "O", "O", "O", "P", "S", "Cl", "Cl", "H", "H", "H", "H", "H", "H", "H", "H", "H", "H"], "coordinates": [[-1.05513, 0.99452, -0.51960], [-1.19733, 0.58520, 0.95786], [-0.20050, -0.07223, -1.29133], [0.09808, -0.01348, 1.48295], [1.22479, -0.07380, -0.75659], [1.22477, 0.27423, 0.64427], [3.63746, 2.77114, -0.92001], [2.02937, 0.89105, -1.45870], [1.23445, 3.21876, -0.90268], [2.18261, 1.39188, 1.40628], [2.33288, 2.34915, -0.62208], [3.95569, -3.37573, -0.59915], [4.01332, 0.54600, 1.11948], [-1.91536, 1.02353, -1.08874], [-0.39417, 1.92432, -0.76737], [-1.28932, 1.44495, 1.48970], [-2.12050, 0.04070, 0.97640], [-0.53272, -1.02584, -1.12115], [-0.33717, 0.32436, -2.35745], [0.21527, 0.18061, 2.59301], [-0.13824, -1.18824, 1.41468], [5.11164, -2.77728, -0.59469], [1.67128, -1.03824, -0.74110]], "lowdin_charge": [-0.15, -0.17, -0.10, -0.28, -0.38, -0.41, -0.33, -0.23, -0.33, 0.63, 0.49, 0.25, 0.25, 0.08, 0.11, 0.07, 0.11, 0.08, 0.16, 0.12, 0.16, -0.22, 0.12], "total_charge": 0, "homo_lumo_gap_ev": 9.68, "smiles": "O=S1(=O)O[C@@H]2CCCCN2P1Cl.Cl", "mol_weight_g_mol": 266.1, "spin_multiplicity": 1}



{"formula": "C18H17ClNO9PtS4", "method": "ωB97M-V with the def2-TZVPD basis set", "species": ["Pt", "O", "S", "O", "O", "C", "C", "C", "C", "C", "C", "S", "O", "O", "O", "H", "H", "H", "H", "C", "C", "C", "C", "Cl", "C", "C", "C", "O", "C", "C", "O", "O", "H", "H", "H", "H", "H", "H", "H", "H", "S", "C", "N", "C", "C", "S", "H", "H", "H", "H", "H"], "coordinates": [[0.00937, 1.22502, -0.91763], [-1.23535, 2.65368, -0.15633], [-1.52205, 1.97376, 1.19390], [-1.54423, 2.86465, 2.29414], [-0.45359, 0.93003, 1.19316], [-3.10934, 1.17971, 1.07933], [-3.96144, 1.48998, 2.12856], [-5.21794, 0.90150, 2.21843], [-5.62108, -0.00535, 1.26163], [-4.77772, -0.31668, 0.19892], [-3.53042, 0.26737, 0.09015], [-2.62261, -0.14004, -1.38875], [-3.36228, -1.11982, -2.10764], [-1.25620, -0.56875, -0.90914], [-2.42710, 1.14416, -2.07333], [-3.63232, 2.18116, 2.89020], [-5.86512, 1.15464, 3.04654], [-6.59206, -0.47694, 1.32628], [-5.08737, -1.01800, -0.56286], [3.59842, -0.09196, -4.80611], [3.36987, 1.34588, -4.44635], [2.75964, 2.22949, -5.32548], [2.53320, 3.54871, -4.95904], [1.70135, 4.60807, -6.05545], [2.95341, 4.03289, -3.73462], [3.56584, 3.16337, -2.84251], [3.74151, 1.83517, -3.19278], [4.26506, 0.89280, -2.31575], [3.90437, 1.05216, -0.96910], [2.40216, 1.09738, -0.89999], [1.72862, 2.10174, -0.45920], [1.67105, 0.15612, -1.35515], [3.14040, -0.32459, -5.76521], [3.18578, -0.75914, -4.04845], [4.66536, -0.30930, -4.87344], [2.43776, 1.88279, -6.29885], [2.81516, 5.07509, -3.48267], [3.89246, 3.54071, -1.88333], [4.31457, 1.94240, -0.49176], [4.24930, 0.16593, -0.43599], [0.33297, 2.03631, -3.05370], [-0.51346, 3.55015, -2.77831], [-1.80128, 3.61000, -2.91896], [-2.40429, 4.93831, -2.77507], [-1.38985, 5.76500, -1.98728], [0.23846, 5.01405, -2.35273], [-2.33317, 2.74278, -2.99508], [-3.35612, 4.85240, -2.25648], [-2.57655, 5.34682, -3.77246], [-1.54678, 5.70037, -0.91256], [-1.38040, 6.80572, -2.29816]], "lowdin_charge": [1.40, -0.43, 0.61, -0.21, -0.35, -0.22, -0.04, -0.03, -0.03, -0.03, -0.22, 0.54, -0.24, -0.38, -0.41, 0.12, 0.12, 0.12, 0.12, -0.01, -0.21, -0.08, -0.70, 0.69, -0.17, -0.02, -0.24, -0.01, -0.06, -0.51, -0.06, -0.05, 0.09, 0.09, 0.10, 0.12, 0.09, 0.13, 0.14, 0.16, 0.84, -0.93, 0.00, -0.15, -0.35, 1.06, 0.12, 0.14, 0.14, 0.09, 0.09], "total_charge": 1, "homo_lumo_gap_ev": 6.02, "mol_weight_g_mol": 750.1, "spin_multiplicity": 1}



{"formula": "C36H91IO15", "method": "ωB97M-V with the def2-TZVPD basis set", "species": ["C", "C", "C", "C", "C", "C", "C", "C", "C", "C", "O", "O", "C", "C", "C", "C", "I", "C", "C", "C", "C", "C", "O", "C", "C", "O", "C", "C", "C", "C", "H", "H", "H", "H", "H", "H", "H", "H", "H", "H", "H", "H", "H", "H", "H", "H", "H", "H", "H", "H", "H", "H", "H", "H", "H", "H", "H", "H", "H", "H", "H", "H", "H", "H", "H", "H", "H", "H", "H", "H", "H", "H", "H", "H", "H", "H", "H", "C", "O", "H", "H", "H", "H", "C", "O", "H", "H", "H", "H", "C", "O", "H", "H", "H", "H", "C", "O", "H", "H", "H", "H", "C", "O", "H", "H", "H", "H", "C", "O", "H", "H", "H", "H", "C", "O", "H", "H", "H", "H", "C", "O", "H", "H", "H", "H", "C", "O", "H", "H", "H", "H", "C", "O", "H", "H", "H", "H", "C", "O", "H", "H", "H", "H"], "coordinates": [[-3.29534, 3.39237, -0.61266], [-3.81750, 3.95445, 0.72541], [-4.72094, 2.94015, 1.42697], [-4.87942, 3.12999, 2.93343], [-5.73929, 1.98651, 3.50784], [-5.46349, 1.57666, 4.96869], [-5.48795, 0.05546, 5.22002], [-4.11031, -0.64150, 5.31862], [-2.97727, -0.13582, 4.38480], [-1.96588, -1.22824, 4.13867], [-1.04246, -1.39752, 4.89194], [-2.14846, -2.05939, 3.07615], [-1.10219, -1.97507, 2.04644], [-0.60065, -0.52131, 1.85491], [0.63705, -0.07279, 2.67325], [0.51080, 1.37717, 3.14812], [2.41757, 2.18249, 3.67854], [0.01913, -2.92999, 2.50437], [1.24760, -3.02412, 1.58422], [1.24640, -4.16125, 0.55308], [2.09956, -3.84460, -0.68408], [1.72311, -2.57388, -1.42051], [0.89360, -2.87570, -2.57091], [0.35260, -1.79325, -3.13529], [-0.73700, -2.10603, -4.11903], [0.70890, -0.67422, -2.85481], [-1.70626, -2.57067, 0.74618], [-3.18898, -2.35355, 0.37772], [-3.71356, -0.92728, 0.52495], [-4.14147, -3.35042, 1.06239], [-3.91250, 3.70958, -1.45518], [-3.28216, 2.29841, -0.61395], [-2.28150, 3.72596, -0.81745], [-2.97499, 4.22722, 1.36769], [-4.37523, 4.86934, 0.51322], [-4.28753, 1.95259, 1.26473], [-5.71725, 2.96802, 0.97413], [-3.90639, 3.15044, 3.43453], [-5.38272, 4.08481, 3.11773], [-5.60897, 1.12098, 2.85286], [-6.79368, 2.26203, 3.41995], [-4.52478, 1.99559, 5.34090], [-6.25801, 2.02292, 5.57379], [-6.14578, -0.44549, 4.50351], [-5.94908, -0.10575, 6.20004], [-4.22371, -1.71525, 5.14246], [-3.76286, -0.51700, 6.34611], [-3.40489, 0.20315, 3.44145], [-2.44703, 0.71136, 4.82066], [-1.41322, 0.18647, 2.02393], [-0.34050, -0.40876, 0.79941], [1.52582, -0.14176, 2.04220], [0.82276, -0.69704, 3.54652], [-0.10560, 1.43288, 4.04517], [0.08843, 2.03015, 2.39019], [-0.46932, -3.90419, 2.60647], [0.33433, -2.64962, 3.50914], [2.11339, -3.16648, 2.23911], [1.43098, -2.06225, 1.09890], [1.70550, -5.03564, 1.02510], [0.24548, -4.47884, 0.26358], [3.14153, -3.75946, -0.36507], [2.04542, -4.69418, -1.36638], [2.62001, -2.06747, -1.78685], [1.19363, -1.84701, -0.80494], [-1.69440, -2.10097, -3.59537], [-0.75872, -1.31873, -4.87183], [-0.56843, -3.06949, -4.59808], [-1.09306, -2.26803, -0.10684], [-1.59697, -3.65390, 0.83532], [-3.25078, -2.58219, -0.69415], [-4.52835, -0.76651, -0.18901], [-4.13953, -0.78169, 1.51677], [-2.95902, -0.17470, 0.30516], [-3.61494, -4.28381, 1.28366], [-4.95819, -3.60264, 0.38678], [-4.54107, -2.95446, 1.99750], [-0.73611, -6.21197, -2.45226], [0.01999, -6.51563, -1.28672], [-0.47584, -5.19482, -2.73783], [-0.49148, -6.88554, -3.27852], [-1.81134, -6.25974, -2.25810], [-0.19266, -7.41129, -1.01036], [3.26260, 1.29031, -4.79934], [1.98214, 1.63176, -4.28510], [3.66158, 2.16419, -5.31021], [3.94807, 1.01121, -3.99389], [3.19245, 0.46405, -5.51217], [1.64229, 0.85243, -3.82925], [3.11346, 4.89046, -0.84021], [2.57106, 5.44845, 0.35727], [3.31046, 5.71797, -1.51538], [4.04843, 4.35780, -0.65458], [2.39712, 4.21615, -1.31401], [2.38960, 4.72495, 0.96676], [4.24359, -6.46405, -3.36766], [4.24895, -5.16957, -2.77834], [4.85860, -7.10295, -2.73897], [3.23331, -6.88080, -3.40823], [4.66804, -6.45175, -4.37529], [3.70287, -4.59441, -3.32179], [1.09248, -0.60722, 7.98659], [0.89733, -1.77218, 7.20401], [1.73515, -0.88000, 8.82143], [1.58383, 0.18732, 7.41625], [0.14771, -0.22565, 8.38661], [0.32834, -1.53706, 6.46295], [5.25006, -1.85160, -6.09785], [5.68329, -0.72143, -5.35019], [4.91896, -1.48748, -7.06724], [6.06135, -2.56752, -6.24866], [4.41275, -2.35585, -5.60696], [5.97810, -1.03125, -4.48886], [5.02667, 2.87157, -3.42729], [4.08779, 3.93114, -3.53733], [5.84979, 3.23436, -2.81531], [4.58817, 1.99508, -2.94002], [5.41936, 2.57952, -4.40508], [3.35360, 3.62120, -4.07789], [6.12866, 2.68056, -7.05186], [6.44594, 2.56992, -5.67176], [6.22276, 3.72515, -7.33908], [6.81884, 2.08530, -7.65617], [5.10307, 2.35548, -7.25097], [6.36694, 1.63759, -5.44134], [-6.14881, -5.71294, -1.72384], [-6.22980, -4.33781, -1.36888], [-5.50495, -6.19306, -0.99036], [-7.12993, -6.19320, -1.69722], [-5.71259, -5.84681, -2.71746], [-6.79795, -3.89727, -2.00686], [2.16537, 6.99224, 3.33646], [1.12322, 6.10838, 3.74184], [2.40584, 6.75278, 2.30393], [1.84766, 8.03709, 3.39292], [3.06234, 6.85761, 3.94752], [0.90140, 6.30764, 4.65498], [3.25445, 9.00948, -2.31624], [2.72632, 9.52212, -1.09865], [3.44054, 9.85664, -2.97201], [4.19592, 8.48106, -2.14463], [2.54177, 8.33704, -2.80090], [2.55707, 8.77760, -0.51335]], "lowdin_charge": [-0.10, -0.25, -0.24, -0.21, -0.21, -0.20, -0.20, -0.16, -0.08, -0.46, 0.12, 0.03, -0.37, -0.10, -0.31, -0.65, 0.78, -0.12, -0.17, -0.19, -0.16, -0.15, 0.00, -0.54, 0.03, 0.09, -0.08, -0.38, -0.07, -0.06, 0.07, 0.05, 0.06, 0.10, 0.10, 0.08, 0.12, 0.11, 0.11, 0.09, 0.11, 0.10, 0.10, 0.11, 0.10, 0.12, 0.12, 0.10, 0.12, 0.11, 0.12, 0.08, 0.09, 0.03, 0.04, 0.13, 0.10, 0.12, 0.08, 0.12, 0.08, 0.12, 0.10, 0.13, 0.10, 0.09, 0.09, 0.08, 0.12, 0.10, 0.12, 0.09, 0.06, 0.06, 0.08, 0.05, 0.07, -0.14, -0.12, 0.06, 0.08, 0.08, 0.08, -0.18, -0.10, 0.07, 0.05, 0.08, 0.04, -0.15, -0.15, 0.06, 0.08, 0.08, 0.05, -0.15, -0.13, 0.08, 0.07, 0.07, 0.06, -0.17, -0.13, 0.07, 0.07, 0.07, 0.03, -0.14, -0.13, 0.08, 0.08, 0.07, 0.09, -0.19, -0.11, 0.09, 0.07, 0.02, 0.06, -0.13, -0.15, 0.08, 0.08, 0.07, 0.06, -0.15, -0.14, 0.08, 0.08, 0.07, 0.08, -0.16, -0.15, 0.05, 0.08, 0.08, 0.07, -0.17, -0.13, 0.07, 0.07, 0.07, 0.07], "total_charge": 0, "homo_lumo_gap_ev": 9.17, "smiles": "CCCCCCCCCC(=O)O[C@@](CCCI)(CCCCCOC(C)=O)CC(C)C.CO.CO.CO.CO.CO.CO.CO.CO.CO.CO.CO", "mol_weight_g_mol": 891.0, "spin_multiplicity": 1}



{"formula": "C29H36AsNOPSiY", "method": "ωB97M-V with the def2-TZVPD basis set", "species": ["Y", "N", "C", "C", "C", "C", "C", "C", "P", "C", "C", "C", "C", "C", "C", "C", "C", "C", "C", "C", "C", "H", "H", "H", "H", "H", "H", "H", "H", "H", "H", "H", "H", "H", "H", "H", "H", "C", "Si", "C", "C", "C", "C", "C", "C", "C", "H", "H", "H", "H", "H", "H", "H", "H", "H", "H", "H", "C", "As", "C", "C", "O", "H", "H", "H", "H", "H", "H", "H", "H", "H"], "coordinates": [[0.16487, -1.09975, -0.13792], [2.56168, -0.51899, 0.81656], [3.26060, 0.71552, 0.43858], [4.64316, 0.78255, 0.49901], [5.29862, 1.95677, 0.15583], [4.56959, 3.07340, -0.23056], [3.18480, 3.00942, -0.28267], [2.52369, 1.82813, 0.04413], [0.73346, 1.65001, -0.08591], [-0.00538, 3.20109, -0.59840], [-0.58324, 4.07500, 0.31924], [-1.15897, 5.25394, -0.13027], [-1.14388, 5.56578, -1.48289], [-0.55665, 4.70093, -2.39851], [0.00414, 3.51246, -1.95949], [0.22043, 1.28567, 1.62198], [-1.08396, 0.81188, 1.76613], [-1.55896, 0.41011, 3.01456], [-0.72972, 0.49255, 4.12034], [0.56720, 0.98700, 3.98667], [1.04757, 1.37868, 2.74750], [3.15899, -1.29632, 0.54447], [2.52352, -0.55090, 1.83639], [5.21408, -0.08107, 0.82198], [6.37825, 1.99855, 0.20058], [5.07630, 3.99298, -0.48922], [2.61076, 3.87646, -0.58444], [-0.59253, 3.83803, 1.37604], [-1.61454, 5.93302, 0.57800], [-1.59131, 6.48899, -1.82675], [-0.54475, 4.94890, -3.45134], [0.44533, 2.82785, -2.67576], [-1.76836, 0.82644, 0.91965], [-2.58014, 0.06495, 3.10736], [-1.09335, 0.19254, 5.09415], [1.19975, 1.07949, 4.85998], [2.05102, 1.77713, 2.65411], [-3.35754, -2.89139, 1.09471], [-2.53006, -2.01695, -0.35684], [-3.03934, -2.94877, -1.91653], [-3.27343, -0.27854, -0.51996], [-4.22356, 0.24879, 0.35712], [-4.63327, 1.57344, 0.26133], [-4.10003, 2.40371, -0.71785], [-3.16406, 1.89883, -1.61167], [-2.75472, 0.57555, -1.50169], [-4.43376, -2.92525, 0.89631], [-3.20343, -2.40324, 2.05775], [-3.01195, -3.92102, 1.20188], [-4.13007, -3.02821, -1.90183], [-2.62744, -3.95865, -1.96538], [-2.75535, -2.43353, -2.83579], [-4.66504, -0.38201, 1.12191], [-5.38145, 1.95690, 0.94373], [-4.42653, 3.43248, -0.79439], [-2.76576, 2.53083, -2.39462], [-2.04046, 0.18869, -2.23136], [2.42348, -5.10114, 0.73363], [1.94409, -4.35688, -0.95260], [0.61950, -5.42071, -1.80995], [3.47916, -4.12018, -2.06155], [1.27220, -2.81092, -0.69533], [2.90845, -6.06400, 0.57245], [1.52439, -5.24266, 1.32976], [3.11516, -4.42950, 1.23769], [1.01286, -6.41828, -2.00230], [0.34937, -4.94127, -2.74869], [-0.24963, -5.48217, -1.15789], [3.63320, -5.00925, -2.67121], [4.36026, -3.95109, -1.44593], [3.29268, -3.26277, -2.70402]], "lowdin_charge": [1.41, 0.00, -0.32, -0.02, -0.04, -0.04, -0.05, -0.33, 1.03, -0.39, -0.07, -0.05, -0.05, -0.06, -0.11, -0.43, -0.17, -0.04, -0.04, -0.04, -0.08, 0.08, 0.10, 0.12, 0.12, 0.12, 0.11, 0.11, 0.12, 0.12, 0.12, 0.11, 0.07, 0.12, 0.12, 0.12, 0.12, -0.25, 0.46, -0.24, -0.37, -0.11, -0.06, -0.06, -0.08, -0.16, 0.04, 0.01, 0.02, 0.04, 0.01, 0.02, 0.10, 0.11, 0.11, 0.10, 0.09, -0.18, 1.06, -0.17, -0.17, -0.70, 0.06, 0.06, 0.05, 0.06, 0.06, 0.05, 0.06, 0.05, 0.05], "total_charge": 2, "homo_lumo_gap_ev": 6.40, "mol_weight_g_mol": 637.5, "spin_multiplicity": 1}



{"formula": "C10H14BCdN7O3", "method": "ωB97M-V with the def2-TZVPD basis set", "species": ["H", "N", "B", "N", "C", "Cd", "H", "C", "H", "C", "H", "C", "H", "H", "H", "N", "N", "N", "N", "C", "C", "H", "H", "C", "C", "C", "C", "H", "H", "H", "H", "H", "O", "N", "O", "O"], "coordinates": [[1.01903, 2.87674, 0.39726], [0.70626, 1.40305, -1.10669], [0.22912, 0.24292, -3.36994], [0.57500, 1.46862, -2.47207], [0.78821, 2.73216, -2.89501], [1.23128, -0.33412, 0.31199], [0.77148, 2.93473, -3.96285], [1.01664, 3.52216, -1.76935], [1.21142, 4.57757, -1.76008], [0.93363, 2.66055, -0.66395], [0.34598, 0.52204, -4.52287], [-0.49565, -1.23564, 1.44756], [-0.66366, -1.29617, 2.51497], [-0.36547, -2.24142, 1.05043], [-1.35510, -0.80862, 0.92211], [-1.25528, -0.13338, -3.08690], [1.21240, -0.90297, -2.98282], [-1.64552, -0.23989, -1.76383], [1.55070, -1.20726, -1.69040], [-2.32072, -0.31357, -3.90034], [1.94694, -1.66460, -3.82588], [-2.21556, -0.24821, -4.98139], [1.84002, -1.52863, -4.89886], [-3.43825, -0.56147, -3.08521], [2.76485, -2.49164, -3.05409], [-2.95286, -0.50251, -1.74918], [2.47989, -2.19144, -1.71422], [-4.45067, -0.74307, -3.38775], [3.47747, -3.20748, -3.41224], [-3.50441, -0.62465, -0.81085], [2.87947, -2.60309, -0.78967], [-1.78004, 0.31050, 3.13232], [1.10925, 0.56167, 3.37286], [-0.02870, 0.46265, 3.73698], [-0.52019, 0.10306, 4.78966], [-1.05636, 0.82260, 2.70890]], "lowdin_charge": [0.10, -0.08, -0.51, -0.04, -0.07, 1.31, 0.12, -0.08, 0.08, -0.16, 0.11, -0.26, -0.05, -0.06, -0.05, -0.05, -0.02, 0.04, -0.10, -0.10, -0.06, 0.11, 0.12, -0.09, -0.07, -0.17, -0.16, 0.07, 0.09, 0.10, 0.09, 0.11, 0.06, -0.43, 0.10, -0.02], "total_charge": 0, "homo_lumo_gap_ev": 7.79, "mol_weight_g_mol": 403.5, "spin_multiplicity": 1}



Number 1: LUMO level 0.1 eV. Number 2: LUMO level -5.6 eV. Number 3: LUMO level 0.0 eV. Number 4: LUMO level -5.9 eV. Number 5: LUMO level -0.6 eV.